C42H54BBeF4N6O4 as an isolated structure at a distorted geometry, computed with the ωB97M-V functional and the def2-TZVPD basis.

Computed properties:
**Gap between HOMO and LUMO**: 6.021 eV
**E_LUMO**: -0.16803 Ha
**Relative energy (zero: lowest compared OMol25 entry of this formula, charge and spin)**: 3.443 eV
**Total charge**: +1
**DFT total energy**: -73503.9911 eV

Last column: Löwdin charge in e.
Cartesian coordinates (Å):
Be1 -2.023 0.308 -2.181  1.02
B1 -0.077 -0.792 -0.206  -1.51
F1 1.199 -0.879 0.182  0.19
F2 -0.302 -1.605 -1.325  0.12
F3 -0.949 -1.218 0.766  0.15
F4 -0.328 0.489 -0.541  0.17
N1 5.037 -1.350 -0.317  0.07
C1 4.228 -1.024 -1.343  -0.14
C2 4.651 -0.399 -2.526  -0.08
C3 5.979 -0.042 -2.663  -0.10
C4 6.863 -0.437 -1.714  -0.06
C5 6.339 -1.100 -0.547  -0.11
H1 3.208 -1.369 -1.264  0.08
H2 3.860 -0.156 -3.220  0.08
H3 6.258 0.529 -3.536  0.11
H4 7.927 -0.351 -1.880  0.10
H5 6.929 -1.492 0.268  0.10
N2 -2.025 2.626 -1.008  0.05
C6 -2.218 3.849 -1.601  -0.12
C7 -1.892 5.088 -1.066  -0.02
C8 -1.717 5.077 0.355  -0.04
C9 -1.656 3.846 1.030  -0.05
C10 -1.790 2.684 0.291  -0.17
H6 -2.368 3.833 -2.670  0.08
H7 -1.798 6.027 -1.593  0.11
H8 -1.486 5.982 0.897  0.11
H9 -1.517 3.866 2.101  0.11
H10 -1.726 1.782 0.881  0.10
N3 1.367 1.251 6.036  0.06
C11 0.154 1.889 6.262  -0.11
C12 -0.791 2.063 5.255  -0.08
C13 -0.559 1.482 4.008  -0.11
C14 0.679 0.975 3.737  -0.08
C15 1.577 0.728 4.827  -0.12
H11 0.000 2.225 7.277  0.10
H12 -1.730 2.504 5.557  0.10
H13 -1.337 1.560 3.263  0.09
H14 0.891 0.585 2.752  0.08
H15 2.503 0.210 4.626  0.10
N4 -0.348 1.768 -3.389  0.05
C16 0.939 1.806 -3.051  -0.11
C17 1.884 2.205 -3.971  -0.05
C18 1.552 2.723 -5.219  -0.03
C19 0.194 2.877 -5.478  -0.05
C20 -0.728 2.458 -4.528  -0.11
H16 1.313 1.246 -2.208  0.12
H17 2.937 2.186 -3.729  0.11
H18 2.294 3.163 -5.868  0.12
H19 -0.113 3.419 -6.360  0.11
H20 -1.760 2.740 -4.669  0.10
N5 3.182 4.722 0.102  0.07
C21 2.020 4.123 0.590  -0.13
C22 1.978 2.847 0.998  -0.09
C23 3.110 1.998 0.835  -0.03
C24 4.271 2.580 0.320  -0.07
C25 4.234 3.913 -0.049  -0.17
H21 1.081 4.637 0.440  0.08
H22 1.088 2.373 1.386  0.07
H23 2.999 1.000 1.233  0.08
H24 5.183 2.025 0.158  0.09
H25 5.082 4.298 -0.596  0.10
N6 -3.433 -1.951 -2.242  0.07
C26 -3.156 -2.796 -1.172  -0.09
C27 -3.811 -4.019 -1.020  -0.04
C28 -4.863 -4.293 -1.863  -0.03
C29 -5.243 -3.454 -2.953  -0.06
C30 -4.533 -2.351 -3.043  -0.14
H26 -2.480 -2.532 -0.372  0.10
H27 -3.561 -4.665 -0.192  0.12
H28 -5.456 -5.113 -1.484  0.11
H29 -6.179 -3.576 -3.477  0.12
H30 -4.727 -1.574 -3.767  0.11
C31 -4.508 -1.089 1.645  0.00
C32 -4.588 -0.095 0.477  -0.37
O1 -3.588 0.138 -0.250  -0.04
C33 -5.757 0.909 0.514  0.00
H31 -3.501 -1.472 1.810  0.07
H32 -5.152 -1.963 1.545  0.10
H33 -4.829 -0.589 2.559  0.08
H34 -6.695 0.362 0.601  0.09
H35 -5.719 1.595 -0.333  0.08
H36 -5.578 1.413 1.463  0.09
C34 -1.206 -2.273 3.971  -0.01
C35 -2.592 -2.856 3.963  -0.52
O2 -2.826 -3.696 3.153  0.07
C36 -3.599 -2.347 4.998  -0.01
H37 -0.972 -2.016 2.938  0.06
H38 -0.471 -2.984 4.348  0.10
H39 -1.274 -1.346 4.540  0.07
H40 -3.195 -1.936 5.923  0.08
H41 -4.038 -3.280 5.350  0.08
H42 -4.410 -1.792 4.527  0.07
C37 4.501 -3.036 2.956  -0.02
C38 3.069 -3.036 3.267  -0.49
O3 2.497 -3.849 4.008  0.04
C39 2.190 -2.058 2.601  -0.04
H43 4.646 -3.003 1.877  0.07
H44 5.015 -3.828 3.500  0.09
H45 4.906 -2.118 3.382  0.09
H46 2.702 -1.142 2.306  0.06
H47 1.361 -1.646 3.176  0.05
H48 1.701 -2.495 1.730  0.10
C40 1.468 -2.210 -3.739  0.00
C41 0.137 -1.900 -4.405  -0.42
O4 -0.699 -1.184 -3.873  -0.01
C42 -0.083 -2.474 -5.830  0.00
H49 1.728 -1.403 -3.053  0.05
H50 2.303 -2.424 -4.405  0.09
H51 1.206 -3.058 -3.107  0.11
H52 0.395 -3.446 -5.948  0.08
H53 0.288 -1.845 -6.640  0.09
H54 -1.143 -2.556 -6.070  0.08

Force components x, y, z for each atom (eV/Å):
Be 1.6 0.0 1.4
B 0.0 -2.5 0.4
F 2.0 -0.1 0.5
F -0.5 0.0 -0.9
F -0.8 -0.1 1.1
F -1.7 2.8 -1.7
N 0.5 0.5 -1.5
C 0.4 -0.2 -0.4
C -1.0 -0.2 1.5
C -0.9 0.4 -1.0
C 0.1 -1.4 2.1
C -0.3 0.3 -0.5
H -0.2 0.2 0.2
H 0.2 0.1 -0.4
H 0.4 -0.1 -0.1
H 0.1 0.2 0.3
H 0.7 0.3 -0.2
N -1.3 1.1 -0.6
C 1.8 -0.4 -1.2
C -0.5 -1.0 2.9
C 0.7 -0.8 -1.0
C -0.5 1.8 -1.0
C 0.0 -0.5 1.4
H -0.3 -0.3 -0.1
H -0.4 -0.2 -0.4
H -0.2 0.2 0.0
H 0.1 -0.4 0.0
H 0.1 -0.5 -0.5
N -1.5 -0.1 0.0
C 1.8 -0.8 -1.4
C 0.2 -0.9 1.3
C -0.2 1.4 0.3
C 0.6 -1.5 0.9
C -1.1 1.9 -0.7
H 0.0 0.2 0.0
H -0.2 0.1 -0.3
H 0.0 -0.1 -0.3
H 0.1 -0.2 -0.1
H 0.2 -0.1 0.2
N -1.9 0.9 -0.4
C 0.0 -1.8 -1.2
C 1.2 1.0 -0.9
C -0.7 0.2 1.1
C 0.0 0.3 0.4
C 1.1 -0.7 0.6
H -0.5 0.2 0.6
H 0.0 -0.2 0.4
H 0.1 -0.4 -0.2
H -0.3 -0.1 0.0
H -0.3 -0.6 0.1
N -1.5 -1.3 0.0
C 1.8 1.7 -1.5
C 0.9 -2.7 0.1
C -0.2 1.7 0.7
C -0.9 -1.2 0.3
C -0.8 0.7 0.0
H 0.2 0.7 0.5
H -0.3 0.3 -0.1
H 0.4 -0.3 -0.4
H 0.0 -0.2 0.0
H 0.2 0.5 0.3
N -0.9 -1.6 1.6
C -0.4 0.8 -1.9
C -0.1 1.0 -0.7
C -0.7 -0.4 0.2
C -0.9 -2.6 2.5
C 3.9 4.3 -0.1
H 0.5 0.6 -0.5
H -0.1 0.0 0.1
H -0.3 -0.4 -0.8
H 0.2 -0.2 -0.3
H -0.3 -0.1 -0.3
C 0.2 0.1 -0.5
C 2.1 1.5 -0.1
O -1.9 -0.9 0.7
C 0.9 -1.4 -0.2
H 0.1 0.2 -0.3
H -0.2 0.1 -0.3
H -0.1 0.2 -0.1
H -0.1 0.2 -0.1
H -0.1 -0.1 0.2
H -0.2 0.3 0.0
C -0.6 0.9 0.1
C 1.4 1.3 1.1
O -1.5 -1.3 -1.1
C -0.2 -1.7 0.0
H 0.2 -0.1 0.0
H 0.0 0.1 0.1
H 0.7 0.0 0.2
H 0.2 0.6 -0.5
H -0.5 -0.1 -0.1
H 0.2 0.3 0.2
C 0.8 0.1 0.6
C -2.7 -1.8 1.7
O 1.5 0.8 -0.8
C -0.5 1.8 -0.7
H 0.2 -0.1 0.0
H -0.1 -0.3 -0.5
H 0.1 0.3 -0.2
H 0.4 -0.2 -0.5
H 0.1 -0.7 0.6
H 0.4 -0.1 -0.1
C -0.8 0.4 0.3
C 0.4 0.7 -1.2
O -0.1 -0.1 -0.4
C -0.5 -0.1 0.6
H -0.1 0.0 0.0
H -0.3 -0.2 -0.1
H 0.4 -0.3 0.1
H 0.0 0.0 0.1
H 0.5 0.4 0.4
H -0.1 -0.1 0.4